{"formula": "C8H14F2PS", "method": "ωB97M-V/def2-TZVPD", "orbital_gap_ev": 6.605, "lumo_ha": 0.10521, "total_energy_ha": -1252.5090, "charge": -1, "species": ["C", "C", "P", "F", "S", "H", "H", "H", "H", "H", "H", "H", "H", "H", "F", "C", "C", "C", "C", "C", "C", "H", "H", "H", "H", "H"], "xyz": [[0.149371, -0.267415, 1.638913], [1.302884, -0.129551, 2.623230], [2.990062, 0.121228, 1.786174], [2.863180, -1.434455, 1.109842], [3.257085, 2.301170, 2.516637], [0.517238, -0.656832, 0.683713], [-0.338379, 0.688770, 1.442030], [-0.626107, -0.951499, 1.993188], [1.418006, -1.032506, 3.228995], [1.148094, 0.713065, 3.296870], [2.323262, 0.740519, 0.632882], [4.261073, 0.269299, 1.136736], [3.642885, -0.389373, 2.984633], [4.180010, 2.046347, 3.451776], [-2.692223, 0.406977, 0.202324], [-2.481260, 0.122778, -1.095406], [-3.369428, -0.707288, -1.749643], [-3.135806, -0.992842, -3.087808], [-2.033304, -0.460126, -3.740266], [-1.153485, 0.361740, -3.047628], [-1.369638, 0.663430, -1.711785], [-4.214554, -1.115282, -1.212585], [-3.819720, -1.642745, -3.619244], [-1.852786, -0.693911, -4.781082], [-0.280089, 0.764009, -3.544351], [-0.686370, 1.274494, -1.138145]], "forces_ev_per_a": [[0.018, -0.010, -0.075], [0.002, 0.068, 0.089], [-0.134, -0.095, -0.195], [-0.001, -0.049, 0.031], [-0.009, 0.136, 0.020], [-0.042, -0.005, -0.002], [0.049, 0.025, -0.027], [-0.021, 0.011, 0.041], [0.037, -0.052, -0.054], [-0.011, -0.047, 0.070], [0.048, -0.052, 0.004], [0.011, 0.024, -0.016], [0.037, 0.073, 0.031], [0.042, -0.016, 0.066], [-0.156, -0.010, -0.013], [0.124, 0.015, 0.086], [0.011, 0.050, -0.025], [-0.045, -0.038, -0.021], [-0.004, 0.005, 0.032], [0.051, 0.027, -0.019], [-0.015, -0.055, -0.007], [-0.006, -0.003, -0.005], [0.006, 0.002, -0.003], [-0.001, 0.001, -0.002], [-0.005, -0.003, 0.001], [0.016, -0.002, -0.008]], "lowdin_charge": [-0.213, -0.456, 0.180, -0.428, 0.174, 0.041, 0.046, 0.055, 0.050, 0.021, -0.046, -0.073, -0.048, -0.287, 0.057, -0.286, -0.023, -0.099, -0.108, -0.080, -0.007, 0.113, 0.098, 0.095, 0.105, 0.120]}